{"formula": "C56H48N5O4P2SW", "method": "ωB97M-V with the def2-TZVPD basis set", "species": ["W", "C", "C", "C", "C", "C", "C", "C", "C", "C", "C", "C", "C", "C", "C", "C", "N", "H", "H", "H", "H", "H", "H", "H", "H", "H", "H", "C", "C", "N", "C", "C", "N", "C", "O", "O", "C", "O", "O", "H", "H", "H", "H", "H", "C", "S", "C", "C", "C", "N", "P", "C", "C", "C", "C", "C", "C", "C", "C", "C", "C", "C", "C", "P", "C", "C", "C", "C", "C", "C", "C", "C", "C", "C", "C", "C", "H", "H", "H", "H", "H", "H", "H", "H", "H", "H", "H", "H", "H", "H", "H", "H", "H", "H", "H", "H", "H", "H", "H", "H", "H", "H", "H", "H", "H", "N", "C", "C", "C", "C", "C", "C", "C", "H", "H", "H", "H"], "xyz": [[0.5262, -0.9524, -0.7589], [2.8903, -2.1741, 2.8599], [2.9380, -3.5538, 2.7184], [2.3017, -4.1450, 1.6458], [1.6326, -3.3652, 0.6994], [1.5800, -1.9643, 0.8135], [2.2101, -1.4096, 1.9285], [0.9457, -3.9437, -0.4505], [0.8395, -5.3399, -0.6147], [0.1417, -5.8632, -1.6544], [-0.3923, -4.9953, -2.6284], [-1.0664, -5.4872, -3.7651], [-1.5015, -4.6407, -4.7445], [-1.2263, -3.2697, -4.6300], [-0.5813, -2.7710, -3.5296], [-0.1970, -3.6027, -2.4605], [0.4049, -3.0812, -1.3263], [3.3720, -1.6927, 3.7020], [3.4665, -4.1625, 3.4399], [2.3423, -5.2216, 1.5532], [2.1655, -0.3466, 2.0993], [1.2938, -5.9875, 0.1172], [0.0183, -6.9332, -1.7644], [-1.2141, -6.5566, -3.8516], [-2.0196, -5.0197, -5.6144], [-1.5134, -2.5967, -5.4281], [-0.3253, -1.7291, -3.4973], [2.2170, 1.4467, -3.7374], [0.7587, 1.2058, -3.5897], [0.1386, 0.4416, -2.6974], [-1.2021, 0.4673, -3.0330], [-1.3908, 1.2634, -4.1245], [-0.1438, 1.7129, -4.4503], [-2.5627, 1.6546, -4.9589], [-3.7184, 1.1337, -4.6335], [-2.3886, 2.4186, -5.8739], [-2.1199, -0.4186, -2.2992], [-3.3041, -0.5180, -2.5984], [-1.5477, -1.0640, -1.3403], [2.7709, 0.8871, -2.9920], [2.4469, 2.5087, -3.6463], [2.5352, 1.1164, -4.7280], [0.0243, 2.3392, -5.2259], [-3.6655, 0.5228, -3.8490], [-4.1120, 5.4656, 3.5154], [-4.4979, 3.7965, 2.9284], [-3.0048, 3.4916, 1.9245], [-3.3251, 2.4477, 0.8661], [-2.1267, 1.8263, 0.1391], [-1.0488, 1.2402, 1.0080], [-1.1536, -0.5332, 1.2201], [-2.9397, -0.7713, 1.5343], [-3.4613, -0.2868, 2.7373], [-4.8139, -0.3981, 3.0000], [-5.6574, -0.9998, 2.0742], [-5.1385, -1.5131, 0.8976], [-3.7801, -1.4100, 0.6274], [-0.5630, -0.9757, 2.8857], [-0.2892, -0.1692, 3.9790], [0.0171, -0.7478, 5.2037], [0.0500, -2.1260, 5.3415], [-0.2142, -2.9410, 4.2473], [-0.5201, -2.3658, 3.0289], [0.5757, 1.4100, 0.3774], [1.5361, 1.9697, 1.8536], [0.9056, 2.6634, 2.8787], [1.6541, 3.2775, 3.8702], [3.0398, 3.2181, 3.8392], [3.6758, 2.5411, 2.8089], [2.9278, 1.9247, 1.8186], [0.7613, 3.0496, -0.4262], [0.0696, 4.1993, -0.0616], [0.4509, 5.4267, -0.5771], [1.5463, 5.5237, -1.4255], [2.2609, 4.3844, -1.7643], [1.8607, 3.1504, -1.2760], [-4.9522, 5.7917, 4.1236], [-3.9999, 6.1393, 2.6677], [-3.2076, 5.4562, 4.1209], [-2.2210, 3.1361, 2.5940], [-2.7157, 4.4490, 1.4888], [-3.9552, 2.9000, 0.0967], [-3.9130, 1.6629, 1.3321], [-1.6693, 2.5884, -0.4892], [-2.5546, 1.0776, -0.5223], [-2.8146, 0.1965, 3.4567], [-5.2097, -0.0045, 3.9270], [-6.7182, -1.0707, 2.2763], [-5.7859, -1.9925, 0.1751], [-3.3889, -1.8130, -0.2924], [-0.3086, 0.9054, 3.8805], [0.2257, -0.1191, 6.0598], [0.2702, -2.5704, 6.3033], [-0.1806, -4.0179, 4.3480], [-0.7342, -2.9939, 2.1682], [-0.1735, 2.7301, 2.8931], [1.1530, 3.8174, 4.6637], [3.6208, 3.7056, 4.6107], [4.7567, 2.4990, 2.7736], [3.4363, 1.4114, 1.0105], [-0.7439, 4.1424, 0.6475], [-0.1016, 6.3157, -0.3020], [1.8486, 6.4892, -1.8083], [3.1390, 4.4612, -2.3926], [2.4189, 2.2531, -1.5223], [7.3658, -2.6351, -3.5466], [6.3404, -2.2876, -3.1606], [5.0669, -1.8581, -2.6715], [3.9018, -2.1430, -3.3810], [2.6737, -1.7699, -2.8646], [2.5273, -1.1132, -1.6295], [3.7305, -0.8071, -0.9740], [4.9722, -1.1602, -1.4692], [3.9622, -2.6572, -4.3313], [1.8020, -2.0002, -3.4661], [3.6974, -0.2861, -0.0248], [5.8734, -0.9100, -0.9248]], "atomic_forces_ev_per_a": [[-0.602, 0.309, -0.662], [0.012, -0.020, -0.040], [0.065, 0.025, 0.023], [-0.026, -0.109, -0.060], [0.024, 0.307, 0.034], [0.029, -0.204, 0.052], [0.093, 0.124, -0.076], [-0.124, 0.173, -0.180], [-0.066, -0.208, 0.008], [0.094, 0.080, 0.074], [-0.024, 0.245, 0.128], [-0.047, -0.036, -0.103], [0.004, -0.112, 0.018], [0.070, 0.104, 0.033], [-0.073, -0.005, 0.034], [-0.043, -0.187, -0.238], [0.039, -0.522, -0.008], [-0.012, -0.004, 0.005], [-0.014, -0.012, -0.002], [0.012, 0.019, 0.001], [0.027, 0.033, 0.013], [-0.036, -0.018, -0.011], [0.002, -0.005, 0.006], [-0.010, 0.006, 0.010], [0.002, -0.011, 0.010], [0.010, 0.000, 0.010], [-0.028, 0.129, 0.005], [0.038, 0.036, -0.346], [0.215, -0.111, 0.101], [0.052, -0.311, 0.138], [0.093, 0.098, -0.115], [-0.033, -0.211, 0.176], [-0.059, 0.115, 0.031], [0.220, 0.149, -0.006], [-0.302, 0.010, -0.013], [0.010, -0.038, -0.002], [-0.072, 0.173, -0.142], [0.071, 0.033, 0.074], [0.512, -0.074, -0.015], [0.021, -0.011, -0.067], [-0.047, -0.103, -0.132], [0.035, -0.053, 0.018], [0.013, -0.003, -0.025], [0.070, -0.088, -0.027], [-0.009, -0.292, -0.070], [0.100, 0.092, -0.148], [-0.272, 0.015, 0.245], [0.222, 0.057, 0.143], [-0.331, 0.254, 0.218], [0.219, -0.421, -0.326], [0.019, 0.855, 1.116], [0.106, -0.302, -0.422], [0.051, 0.019, -0.034], [0.018, 0.046, 0.059], [-0.017, -0.028, -0.015], [-0.034, -0.027, -0.013], [0.015, 0.051, -0.028], [-0.104, -0.203, -0.129], [-0.027, 0.071, -0.150], [0.069, -0.011, 0.085], [-0.001, -0.024, 0.004], [-0.038, 0.017, -0.029], [-0.101, 0.052, 0.039], [-0.292, 0.680, 0.843], [0.074, -0.180, -0.214], [-0.007, 0.018, -0.089], [0.010, 0.067, 0.056], [-0.048, -0.013, 0.011], [0.063, -0.010, 0.006], [-0.028, -0.026, -0.054], [0.117, -0.431, -0.422], [-0.011, -0.037, 0.098], [-0.033, 0.020, 0.002], [0.003, -0.018, -0.009], [0.003, 0.078, 0.033], [-0.115, -0.118, 0.253], [0.018, 0.023, 0.023], [0.009, 0.054, 0.035], [-0.006, 0.084, 0.027], [0.118, 0.057, -0.077], [0.098, -0.026, -0.044], [-0.033, -0.045, -0.006], [-0.092, -0.102, -0.054], [-0.007, -0.128, -0.058], [0.105, -0.125, -0.058], [-0.020, 0.001, 0.043], [-0.007, 0.008, -0.013], [0.010, -0.013, 0.007], [-0.006, -0.003, 0.024], [0.004, 0.022, -0.029], [-0.082, -0.063, 0.063], [-0.010, 0.030, -0.025], [0.042, 0.018, -0.003], [-0.020, 0.005, -0.010], [-0.002, -0.051, 0.082], [-0.017, 0.035, -0.022], [-0.003, -0.018, -0.003], [0.004, -0.011, -0.003], [-0.010, -0.010, -0.013], [-0.005, 0.045, 0.017], [-0.023, 0.057, 0.000], [0.017, -0.001, 0.007], [0.005, -0.004, -0.003], [-0.007, 0.000, -0.039], [-0.009, 0.190, 0.169], [-0.063, 0.020, 0.014], [0.279, -0.044, -0.123], [-0.317, 0.093, 0.102], [0.122, 0.058, 0.013], [-0.230, 0.135, -0.006], [0.381, -0.217, 0.116], [-0.240, 0.196, 0.062], [0.088, 0.024, -0.101], [0.006, -0.030, 0.013], [0.032, -0.068, 0.038], [0.038, -0.136, 0.025], [-0.005, -0.024, 0.022]], "total_energy_ha": -3885.4228, "homo_energy_ev": [-10.5, -10.6], "total_charge": 1, "gap_ha": [0.2708, 0.2485], "fmax_ev_per_a": 1.41, "s2": 2.019, "spin_multiplicity": 3}